C28H39ClF7NbO13PS2 | ωB97M-V/def2-TZVPD

The geometry in ORCA input format:
```
! RIJCOSX wB97M-V def2-TZVPD def2/J DEFGRID3
* xyz -1 1
C -1.98 2.59 0.97
C -1.09 1.59 0.03
C 0.22 2.35 -0.47
Cl -0.14 4.16 -0.77
Nb 1.21 1.61 -2.38
F 1.11 3.54 -3.16
C 1.40 -0.52 -1.72
O 0.49 -1.04 -0.70
C 0.95 -2.41 -0.57
C 0.45 -3.55 -1.53
C 0.99 -5.03 -1.44
C 2.09 -5.39 -0.38
C 2.59 -4.29 0.61
C 2.02 -2.83 0.49
C 2.31 0.92 -4.30
F 1.54 -0.05 -5.08
F 2.76 1.98 -5.14
F 3.41 0.10 -3.81
P -1.09 1.21 -3.54
O -1.04 1.42 -5.24
O -2.09 2.52 -2.97
S -1.83 -0.54 -3.12
S 3.43 2.16 -1.20
O 3.21 3.57 -0.64
O 4.60 2.27 -2.15
C 3.81 1.07 0.26
F 4.62 -0.08 -0.05
F 2.70 0.58 0.98
F 4.64 1.83 1.16
H -2.77 2.03 1.57
H -1.33 3.13 1.75
H -2.56 3.36 0.34
H -1.79 1.17 -0.75
H -0.76 0.73 0.74
H 0.94 2.38 0.44
H 1.24 -1.19 -2.66
H 2.49 -0.75 -1.41
H -0.32 -3.31 -2.35
H 0.64 -5.85 -2.15
H 2.55 -6.45 -0.29
H 3.37 -4.46 1.42
H 2.39 -2.00 1.18
H -0.51 2.23 -5.43
H -1.81 3.31 -3.50
O -2.81 4.06 3.04
C -3.75 3.53 3.58
O -4.46 2.50 3.04
C -5.57 2.19 3.88
C -5.20 2.73 5.24
C -4.35 3.94 4.90
H -6.46 2.68 3.47
H -5.73 1.11 3.89
H -6.07 2.97 5.86
H -4.59 2.00 5.78
H -4.96 4.84 4.75
H -3.58 4.11 5.64
O -1.24 5.87 -4.24
C -0.63 6.77 -3.71
O -0.55 6.93 -2.36
C 0.15 8.15 -2.07
C 0.96 8.44 -3.31
C 0.09 7.88 -4.41
H -0.59 8.93 -1.86
H 0.77 8.01 -1.19
H 1.20 9.50 -3.43
H 1.91 7.89 -3.27
H -0.63 8.61 -4.77
H 0.69 7.49 -5.24
O -3.98 -0.02 0.82
C -3.54 -1.09 1.13
O -3.68 -1.64 2.37
C -2.95 -2.87 2.42
C -2.80 -3.32 0.99
C -2.73 -2.00 0.24
H -1.98 -2.68 2.90
H -3.50 -3.60 3.02
H -1.94 -3.96 0.82
H -3.70 -3.86 0.68
H -1.71 -1.62 0.18
H -3.17 -2.07 -0.75
O 2.28 -8.09 0.60
C 3.11 -8.33 1.43
O 3.85 -7.38 2.08
C 4.81 -8.02 2.92
C 4.27 -9.41 3.17
C 3.53 -9.71 1.88
H 5.77 -8.04 2.39
H 4.93 -7.45 3.84
H 5.05 -10.14 3.41
H 3.56 -9.38 4.00
H 4.18 -10.15 1.13
H 2.66 -10.34 2.06
*
```

Results
Molar mass ... 940.06 g mol⁻¹
Max |F| ... 6.096 eV/A
Frontier orbital gap ... 0.207 hartree
Highest occupied orbital energy ... -5.60 eV
Energy ... -120334.8616 eV



C4H3O4Y | ωB97M-V/def2-TZVPD

The geometry in ORCA input format:
```
! RIJCOSX wB97M-V def2-TZVPD def2/J DEFGRID3
* xyz 3 2
C -0.99 0.22 2.08
C -0.90 -0.87 -0.86
O -0.96 -0.90 2.47
O -1.47 0.73 0.97
C -0.85 0.45 -0.27
H -1.22 -0.93 -1.90
H -1.17 -1.72 -0.23
H -1.08 1.30 -0.93
O 2.11 0.92 -0.08
Y 4.36 1.38 0.14
C 1.17 0.26 -0.42
O 1.01 -0.83 -0.99
*
```

Results
Energy relative to the best compared isomer or geometry (same formula, charge and spin) ... 0.000 eV
Molar mass ... 203.97 g mol⁻¹
Max |F| ... 8.438 eV/A
Frontier orbital gap (spin up / spin down) ... 0.158 / 0.255 hartree
Highest occupied orbital energy (spin up / spin down) ... -19.47 / -22.11 eV
Energy ... -13389.3007 eV



C39H40N6O5PS3Y | ωB97M-V/def2-TZVPD

The geometry in ORCA input format:
```
! RIJCOSX wB97M-V def2-TZVPD def2/J DEFGRID3
* xyz 0 1
Y -0.32 0.46 0.16
S 4.77 6.34 0.76
N 3.79 5.71 1.91
C 3.02 4.83 1.31
C 1.99 4.04 1.93
C 1.66 4.20 3.24
C 0.62 3.42 3.79
C -0.01 2.47 3.01
N 0.30 2.24 1.71
C 1.27 3.08 1.11
C 1.50 2.99 -0.24
N 0.75 2.05 -1.01
C 0.89 2.13 -2.36
C 1.75 2.94 -3.03
C 2.60 3.80 -2.27
C 2.47 3.83 -0.92
C 3.27 4.72 -0.10
N 4.22 5.51 -0.53
H 2.19 4.93 3.84
H 0.32 3.54 4.82
H -0.89 1.59 4.74
H 0.26 1.47 -2.94
H 1.79 2.93 -4.11
H 3.33 4.44 -2.75
C 1.82 -0.87 -3.04
O 0.51 -0.85 -2.51
C -0.48 -0.99 -3.51
C -1.83 -0.80 -2.84
O -1.85 0.44 -2.13
C -2.39 1.52 -2.87
H 2.04 -1.84 -3.50
H 2.50 -0.67 -2.21
H 1.95 -0.08 -3.79
H -0.43 -1.99 -3.96
H -0.32 -0.25 -4.30
H -1.97 -1.57 -2.09
H -2.63 -0.85 -3.57
H -3.48 1.40 -2.98
H -1.94 1.60 -3.86
H -2.18 2.42 -2.31
O -1.99 -1.10 0.04
S -1.97 -1.48 1.49
O -1.68 -3.15 1.35
O -0.68 -0.94 2.04
C -0.58 -3.75 1.89
C -0.81 -4.80 2.78
C 0.24 -5.53 3.29
C 1.54 -5.22 2.91
C 1.77 -4.18 2.04
C 0.73 -3.41 1.52
P 1.10 -2.14 0.23
C 1.28 -3.40 -1.10
C 2.44 -4.01 -1.57
C 2.36 -5.01 -2.54
C 1.13 -5.41 -3.04
C -0.03 -4.81 -2.56
C 0.05 -3.82 -1.61
C 2.75 -1.59 0.83
C 3.92 -1.51 0.08
C 5.08 -1.00 0.65
C 5.08 -0.54 1.96
C 3.90 -0.56 2.69
C 2.75 -1.08 2.13
H -1.84 -5.02 3.05
H 0.05 -6.35 3.97
H 2.37 -5.80 3.29
H 2.79 -3.95 1.75
H 3.41 -3.76 -1.17
H 3.27 -5.48 -2.89
H 1.08 -6.19 -3.79
H -1.00 -5.13 -2.94
H -0.86 -3.36 -1.22
H 3.95 -1.82 -0.95
H 5.99 -0.96 0.06
H 5.99 -0.14 2.39
H 3.88 -0.17 3.70
H 1.83 -1.09 2.71
C -1.12 1.71 3.68
H -1.27 0.74 3.24
H -2.05 2.28 3.60
C -6.21 0.52 1.26
N -5.77 1.71 0.59
C -6.69 2.53 -0.19
C -5.79 3.67 -0.68
N -4.46 3.12 -0.47
C -4.49 2.07 0.39
S -3.16 1.37 1.10
H -6.90 0.77 2.08
H -5.34 0.01 1.67
H -6.73 -0.15 0.57
H -7.52 2.88 0.43
H -7.11 1.95 -1.02
H -5.94 4.58 -0.10
H -5.96 3.90 -1.73
H -3.65 3.71 -0.48
*
```

Results
Energy relative to the best compared isomer or geometry (same formula, charge and spin) ... 2.216 eV
Molar mass ... 888.87 g mol⁻¹
Max |F| ... 1.784 eV/A
Frontier orbital gap ... 0.151 hartree
Highest occupied orbital energy ... -3.96 eV
Energy ... -103109.9786 eV



CHN2O3P | ωB97M-V/def2-TZVPD

The geometry in ORCA input format:
```
! RIJCOSX wB97M-V def2-TZVPD def2/J DEFGRID3
* xyz -2 1
C -0.51 -1.46 -0.92
N -1.38 -2.21 -1.00
N 0.47 -0.61 -0.99
O 1.14 2.18 0.49
O 0.24 0.26 2.01
O -1.31 1.71 0.51
P 0.05 1.21 0.84
H 1.30 -1.08 -0.95
*
```

Results
Energy relative to the best compared isomer or geometry (same formula, charge and spin) ... 0.612 eV
Molar mass ... 120.00 g mol⁻¹
Max |F| ... 3.702 eV/A
Frontier orbital gap ... 0.275 hartree
Highest occupied orbital energy ... -0.14 eV
Energy ... -19466.0585 eV



C43H51F21O17 | ωB97M-V/def2-TZVPD

The geometry in ORCA input format:
```
! RIJCOSX wB97M-V def2-TZVPD def2/J DEFGRID3
* xyz 0 1
C -2.01 2.30 6.93
O -1.31 1.89 8.09
C -2.03 0.94 8.86
C -2.35 -0.37 8.11
C -1.01 -1.12 7.88
C -1.16 -2.32 6.91
C -0.80 -1.91 5.48
C 0.38 -1.35 5.21
C 0.70 -0.92 3.81
O 1.86 -0.69 3.51
C -0.41 -0.80 2.79
C -0.18 -0.10 1.62
C -1.24 -0.04 0.69
C -2.44 -0.68 0.95
C -2.64 -1.36 2.14
C -1.63 -1.42 3.06
C -1.79 -2.14 4.37
O -2.72 -2.93 4.48
H -3.11 2.37 7.12
H -1.60 3.24 6.56
H -1.90 1.50 6.17
H -2.95 1.39 9.29
H -1.38 0.69 9.71
H -2.94 -1.00 8.79
H -2.85 -0.20 7.15
H -0.28 -0.37 7.57
H -0.66 -1.52 8.85
H -2.22 -2.61 6.87
H -0.58 -3.18 7.25
H 1.11 -1.20 6.01
H 0.78 0.38 1.47
H -1.09 0.48 -0.26
H -3.24 -0.66 0.22
H -3.59 -1.84 2.36
C 0.22 -4.69 3.69
C 1.02 -4.57 2.41
O 1.54 -5.85 1.99
C 0.68 -6.65 1.36
O -0.46 -6.39 1.11
C 1.39 -7.94 0.94
F 2.12 -8.45 1.93
F 2.22 -7.71 -0.10
F 0.52 -8.87 0.56
H 0.81 -5.16 4.47
H -0.10 -3.70 4.02
H -0.67 -5.30 3.54
H 1.89 -3.94 2.57
H 0.44 -4.12 1.60
C -7.98 4.28 5.51
C -7.21 4.94 6.63
O -7.28 4.15 7.83
C -6.46 3.11 7.90
O -5.68 2.78 7.05
C -6.61 2.41 9.26
F -7.90 2.23 9.58
F -6.05 3.14 10.24
F -6.02 1.21 9.26
H -9.01 4.08 5.81
H -7.99 4.91 4.62
H -7.54 3.32 5.23
H -7.66 5.90 6.87
H -6.17 5.12 6.35
C 3.97 -4.10 -0.11
C 2.76 -4.39 -0.98
O 2.09 -3.17 -1.36
C 2.63 -2.48 -2.35
O 3.61 -2.78 -2.96
C 1.77 -1.25 -2.65
F 1.42 -0.59 -1.54
F 0.63 -1.58 -3.27
F 2.39 -0.37 -3.45
H 3.67 -3.51 0.76
H 4.42 -5.03 0.23
H 4.72 -3.52 -0.65
H 2.04 -4.98 -0.43
H 3.04 -4.96 -1.87
C -14.02 5.05 2.87
C -14.21 5.67 4.24
O -13.78 4.79 5.28
C -12.47 4.74 5.51
O -11.64 5.37 4.92
C -12.17 3.79 6.67
F -12.84 2.63 6.57
F -12.53 4.33 7.85
F -10.87 3.50 6.75
H -14.52 4.08 2.82
H -14.42 5.69 2.09
H -12.96 4.87 2.67
H -15.27 5.85 4.41
H -13.70 6.63 4.32
C 3.19 -0.23 -6.11
C 3.54 1.23 -5.95
O 4.53 1.64 -6.92
C 4.09 1.89 -8.14
O 2.95 1.81 -8.50
C 5.25 2.35 -9.03
F 6.33 1.56 -8.89
F 5.64 3.59 -8.74
F 4.93 2.34 -10.32
H 4.09 -0.85 -6.06
H 2.51 -0.54 -5.35
H 2.73 -0.43 -7.08
H 3.98 1.41 -4.97
H 2.66 1.87 -6.03
C 6.93 -1.66 -10.17
C 5.55 -1.79 -9.55
O 5.05 -3.13 -9.65
C 5.51 -3.99 -8.75
O 6.28 -3.74 -7.88
C 4.85 -5.36 -8.96
F 4.86 -5.73 -10.25
F 3.57 -5.35 -8.55
F 5.48 -6.32 -8.27
H 6.93 -2.02 -11.19
H 7.26 -0.63 -10.15
H 7.66 -2.27 -9.62
H 4.85 -1.16 -10.10
H 5.53 -1.45 -8.51
C 8.83 3.85 -7.45
C 10.34 3.75 -7.47
O 10.80 3.08 -8.66
C 10.85 3.83 -9.76
O 10.55 4.99 -9.83
C 11.39 3.00 -10.93
F 10.80 1.80 -11.00
F 12.71 2.79 -10.80
F 11.19 3.61 -12.10
H 8.38 2.87 -7.57
H 8.49 4.29 -6.51
H 8.47 4.48 -8.26
H 10.68 3.13 -6.63
H 10.82 4.72 -7.37
*
```

Results
Molar mass ... 1238.82 g mol⁻¹
Max |F| ... 1.380 eV/A
Frontier orbital gap ... 0.311 hartree
Highest occupied orbital energy ... -9.69 eV
Structure (SMILES) ... COCCCCC1=CC(=O)c2ccccc2C1=O.CCOC(=O)C(F)(F)F.CCOC(=O)C(F)(F)F.CCOC(=O)C(F)(F)F.CCOC(=O)C(F)(F)F.CCOC(=O)C(F)(F)F.CCOC(=O)C(F)(F)F.CCOC(=O)C(F)(F)F
Energy ... -137294.6563 eV



C30H29N4OPPtS2 | ωB97M-V/def2-TZVPD

The geometry in ORCA input format:
```
! RIJCOSX wB97M-V def2-TZVPD def2/J DEFGRID3
* xyz 2 1
Pt -0.55 0.32 -0.13
O -2.79 2.24 0.10
N -1.47 2.03 0.55
C -1.12 2.88 1.43
C 0.17 2.98 2.11
C 0.19 3.80 3.23
C 1.36 4.00 3.95
C 2.52 3.38 3.53
C 2.52 2.57 2.39
C 1.35 2.36 1.68
P 1.41 1.39 0.15
C 1.68 2.56 -1.19
C 1.90 3.92 -0.96
C 2.10 4.78 -2.04
C 2.11 4.28 -3.33
C 1.90 2.93 -3.56
C 1.68 2.07 -2.50
C 2.88 0.36 0.30
C 2.91 -0.58 1.33
C 4.05 -1.35 1.52
C 5.15 -1.18 0.68
C 5.11 -0.25 -0.34
C 3.98 0.53 -0.53
H -2.70 2.72 -0.74
H -1.88 3.61 1.71
H -0.72 4.30 3.55
H 1.36 4.63 4.82
H 3.45 3.53 4.07
H 3.44 2.10 2.07
H 1.91 4.31 0.04
H 2.27 5.83 -1.86
H 2.27 4.95 -4.17
H 1.91 2.54 -4.58
H 1.52 1.01 -2.68
H 2.06 -0.71 1.98
H 4.08 -2.08 2.32
H 6.03 -1.78 0.83
H 5.97 -0.12 -0.99
H 3.96 1.27 -1.33
S 0.62 -1.52 -0.92
C -0.54 -2.73 -1.45
N -1.01 -3.61 -0.59
C -1.88 -4.74 -0.94
C -2.61 -4.44 -2.23
C -1.63 -3.95 -3.28
N -0.85 -2.83 -2.73
H -0.71 -3.50 0.37
H -2.57 -4.89 -0.11
H -1.27 -5.64 -1.03
H -3.37 -3.68 -2.05
H -3.12 -5.33 -2.58
H -2.15 -3.59 -4.17
H -0.95 -4.74 -3.59
H -0.42 -2.17 -3.35
S -4.79 -1.18 -1.15
C -3.25 -0.48 -1.32
N -2.44 -0.61 -0.31
C -3.04 -1.33 0.73
C -2.46 -1.65 1.96
C -3.20 -2.39 2.85
C -4.51 -2.81 2.55
C -5.10 -2.49 1.34
C -4.34 -1.74 0.43
H -2.97 0.06 -2.21
H -1.46 -1.31 2.19
H -2.78 -2.65 3.81
H -5.06 -3.38 3.27
H -6.11 -2.80 1.11
*
```

Results
Energy relative to the best compared isomer or geometry (same formula, charge and spin) ... 0.165 eV
Molar mass ... 751.78 g mol⁻¹
Max |F| ... 0.218 eV/A
Frontier orbital gap ... 0.301 hartree
Highest occupied orbital energy ... -14.01 eV
Energy ... -73783.7812 eV